72
Properties=species:S:1:pos:R:3 method="wB97M-V/def2-TZVPD" lumo_ev=-7.31 total_charge=+2 gap_ev=6.46 homo_ev=-13.770
Zn -1.02 2.09 1.93
C -1.85 5.86 -0.93
C -0.70 4.91 -1.29
N 0.03 5.12 -2.37
C 1.03 4.31 -2.66
C 1.37 3.15 -1.91
C 2.43 2.25 -2.53
O 1.87 1.34 -3.47
C 0.64 2.93 -0.75
C 1.20 1.95 0.18
N 0.74 1.47 1.29
C 1.69 0.75 2.09
C 2.53 1.58 2.84
C 3.57 1.04 3.58
C 3.84 -0.35 3.50
C 3.00 -1.18 2.79
C 1.89 -0.63 2.08
I -1.53 1.90 4.35
C -0.45 3.80 -0.47
O -1.27 3.58 0.58
H -1.55 6.73 -1.48
H -1.88 5.99 0.18
H -2.81 5.54 -1.35
H 1.59 4.49 -3.55
H 2.95 1.64 -1.78
H 3.18 2.90 -3.02
H 1.56 1.84 -4.25
H 2.17 1.59 -0.11
H 2.35 2.65 2.85
H 4.21 1.69 4.12
H 4.68 -0.81 4.03
H 3.14 -2.25 2.72
O -2.17 0.61 0.77
S -3.38 0.17 -0.05
C -3.57 -1.61 0.17
C -2.27 -2.42 0.11
C -1.74 -2.85 1.49
C -0.76 -1.90 2.17
S 0.79 -1.76 1.20
O 0.64 -1.34 -0.21
C 1.56 -3.38 1.29
C 1.61 -4.16 2.47
C 2.19 -5.41 2.36
C 2.69 -5.89 1.15
C 2.64 -5.07 0.02
C 2.11 -3.83 0.09
C -2.84 0.13 -1.77
C -3.74 -0.32 -2.67
C -3.31 -0.65 -3.96
C -2.01 -0.47 -4.34
C -1.07 0.03 -3.40
C -1.53 0.39 -2.15
H -4.25 -1.93 -0.62
H -4.11 -1.67 1.17
H -1.48 -1.96 -0.48
H -2.55 -3.30 -0.43
H -1.27 -3.83 1.45
H -2.55 -2.99 2.20
H -0.45 -2.22 3.14
H -1.15 -0.90 2.23
H 1.18 -3.77 3.38
H 2.19 -6.06 3.22
H 3.03 -6.91 1.09
H 3.06 -5.33 -0.92
H 2.10 -3.10 -0.77
H -4.80 -0.42 -2.46
H -4.02 -1.06 -4.67
H -1.72 -0.82 -5.28
H -0.03 0.13 -3.71
H -0.82 0.65 -1.38
O -3.70 3.82 0.89
N -3.08 3.57 0.03

74
Properties=species:S:1:pos:R:3 method="wB97M-V/def2-TZVPD" lumo_ev="1.77 / 1.77" multiplicity=2 total_charge=-1 s2=0.75 gap_ev="6.25 / 6.26" homo_ev="-4.483 / -4.496"
Rh 0.48 1.26 0.80
C 0.03 -1.83 1.65
N -0.33 -0.50 2.12
C 0.17 -0.39 3.51
C -1.76 -0.18 2.10
C -2.74 -1.15 2.13
C -4.08 -0.78 2.05
C -4.41 0.55 1.93
C -3.42 1.54 1.91
C -2.07 1.19 2.02
N -0.96 2.01 1.99
C -0.85 3.35 2.29
C -1.88 4.22 2.68
C -1.62 5.57 2.90
C -0.34 6.09 2.77
C 0.70 5.21 2.48
C 0.46 3.87 2.28
N 1.54 2.89 2.18
C 2.71 3.37 1.44
C 1.97 2.51 3.53
H -0.50 -2.60 2.22
H 1.10 -1.96 1.83
H -0.74 -3.00 0.13
H -0.23 -1.19 4.13
H -0.15 0.57 3.90
H 1.26 -0.44 3.51
H -2.48 -2.20 2.18
H -4.85 -1.54 2.06
H -5.44 0.85 1.83
H -3.70 2.56 1.74
H -2.88 3.86 2.80
H -2.44 6.23 3.17
H -0.15 7.14 2.90
H 1.72 5.59 2.44
H 3.26 4.15 1.98
H 2.40 3.75 0.47
H 3.39 2.53 1.29
H 2.49 3.34 4.03
H 2.63 1.65 3.48
H 1.09 2.25 4.13
O 2.03 0.46 -0.23
N 2.39 1.04 -1.38
C 3.39 0.44 -2.05
C 3.87 0.96 -3.22
C 3.28 2.13 -3.71
C 2.24 2.70 -3.04
C 1.74 2.13 -1.85
S 0.38 2.73 -1.00
H 3.76 -0.47 -1.59
H 4.66 0.46 -3.75
H 3.65 2.59 -4.63
H 1.75 3.59 -3.39
O -0.13 -8.38 -3.94
S 0.53 -7.33 -4.71
O 1.82 -6.91 -4.18
O 0.49 -7.52 -6.15
C -0.57 -5.91 -4.42
N -1.70 -5.85 -5.14
C -2.50 -4.83 -4.86
C -2.21 -3.87 -3.92
C -1.02 -4.02 -3.22
N -0.21 -5.05 -3.47
C -0.58 -3.08 -2.18
C -1.26 -1.88 -1.84
C -0.97 -1.24 -0.68
N -0.18 -2.13 0.20
C 1.05 -2.56 -0.50
C 0.75 -3.19 -1.65
H -3.43 -4.79 -5.43
H -2.89 -3.04 -3.74
H -1.92 -1.40 -2.55
H -1.12 -0.20 -0.41
H 1.99 -2.22 -0.10
H 1.50 -3.71 -2.23

Computed values of maximum force (unit: eV/A) for the preceding records, in sequence: 3.14; 0.77.
Computed values of calculated total energy (unit: Ha) for the preceding records, in sequence: -4574.4105; -2752.2993.
Computed values of relative energy (zero: lowest compared OMol25 entry of this formula, charge and spin) (unit: kJ/mol) for the preceding records, in sequence: 0.0; 262.8.